DFT (ωB97M-V/def2-TZVPD) results for one molecule with the formula C32H44N4O5.

Computed properties:
**Frontier orbital gap**: 8.7 eV
**SMILES string**: COc1ccc(NC(=O)[C@@H]2[C@@H]3C=C[C@]4(O3)[C@H](C(=O)NC3CCCCC3)N(CCCN3CCC[C@@H](C)C3)C(=O)[C@@H]24)cc1
**E_tot**: -1841.0487 a.u.
**Multiplicity**: 1
**HOMO energy**: -8.11 eV

Bonds (Å) are listed after each position.
Positions of all 85 atoms, in Å:
1 C 5.64013 2.17550 9.31064  O2 1.407, H42 1.095, H43 1.095, H44 1.089
2 O 5.47018 0.79124 9.12509  C1 1.407, C3 1.362
3 C 4.85204 0.35891 7.99117  O2 1.362, C4 1.396, C41 1.390
4 C 4.70929 -1.02438 7.86503  C3 1.396, C5 1.376, H45 1.078
5 C 4.09907 -1.56535 6.75646  C4 1.376, C6 1.395, H46 1.081
6 C 3.61327 -0.74181 5.74127  C5 1.395, N7 1.404, C40 1.388
7 N 3.00650 -1.35473 4.63395  C6 1.404, C8 1.357, H47 1.011
8 C 2.46119 -0.78010 3.53269  N7 1.357, O9 1.212, C10 1.523
9 O 2.39241 0.41227 3.32605  C8 1.212
10 C 1.97256 -1.81498 2.52835  C8 1.523, C11 1.577, C39 1.527, H48 1.092
11 C 3.16030 -2.39981 1.67223  C10 1.577, C12 1.517, O15 1.410, H49 1.087
12 C 3.93262 -1.21219 1.13065  C11 1.517, C13 1.327, H50 1.071
13 C 3.18695 -0.71885 0.14971  C12 1.327, C14 1.507, H51 1.071
14 C 1.95586 -1.58857 0.14163  C13 1.507, O15 1.427, C16 1.519, C39 1.558
15 O 2.47683 -2.85988 0.52791  C11 1.410, C14 1.427
16 C 0.92448 -1.70036 -0.96795  C14 1.519, C17 1.540, N26 1.450, H52 1.095
17 C 0.83855 -0.37500 -1.74717  C16 1.540, O18 1.212, N19 1.343
18 O 1.45392 -0.20549 -2.77713  C17 1.212
19 N 0.07478 0.55892 -1.15752  C17 1.343, C20 1.450, H53 1.009
20 C -0.12321 1.89001 -1.69646  N19 1.450, C21 1.528, C25 1.530, H54 1.095
21 C 0.20134 2.94117 -0.63550  C20 1.528, C22 1.526, H55 1.092, H56 1.093
22 C 0.00485 4.34349 -1.20460  C21 1.526, C23 1.526, H57 1.092, H58 1.091
23 C -1.42467 4.52219 -1.70701  C22 1.526, C24 1.526, H59 1.092, H60 1.091
24 C -1.75379 3.47030 -2.76180  C23 1.526, C25 1.526, H61 1.092, H62 1.092
25 C -1.55832 2.06677 -2.19664  C20 1.530, C24 1.526, H63 1.092, H64 1.094
26 N -0.27866 -2.04133 -0.23407  C16 1.450, C27 1.444, C37 1.357
27 C -1.38564 -2.70476 -0.88179  N26 1.444, C28 1.526, H65 1.096, H66 1.093
28 C -2.08985 -1.80022 -1.88925  C27 1.526, C29 1.539, H67 1.092, H68 1.091
29 C -3.24931 -2.53531 -2.58484  C28 1.539, N30 1.444, H69 1.094, H70 1.094
30 N -3.98103 -1.77204 -3.56884  C29 1.444, C31 1.449, C36 1.449
31 C -4.72651 -0.64964 -3.03634  N30 1.449, C32 1.526, H71 1.105, H72 1.093
32 C -5.72672 -0.16718 -4.08341  C31 1.526, C33 1.525, H73 1.092, H74 1.091
33 C -4.99049 0.23911 -5.35524  C32 1.525, C34 1.528, H75 1.093, H76 1.092
34 C -4.14289 -0.93096 -5.85335  C33 1.528, C35 1.525, C36 1.531, H77 1.094
35 C -3.35012 -0.55570 -7.10070  C34 1.525, H78 1.088, H79 1.088, H80 1.088
36 C -3.20642 -1.38040 -4.72916  N30 1.449, C34 1.531, H81 1.105, H82 1.093
37 C -0.21220 -1.84593 1.10710  N26 1.357, O38 1.210, C39 1.521
38 O -1.08619 -2.11548 1.89905  C37 1.210
39 C 1.13334 -1.20398 1.40793  C10 1.527, C14 1.558, C37 1.521, H83 1.093
40 C 3.75398 0.63347 5.86428  C6 1.388, C41 1.384, H84 1.077
41 C 4.36755 1.17904 6.97895  C3 1.390, C40 1.384, H85 1.078
42 H 6.26089 2.61381 8.52251  C1 1.095
43 H 4.67848 2.69728 9.34879  C1 1.095
44 H 6.14613 2.28399 10.26864  C1 1.089
45 H 5.08692 -1.65449 8.65417  C4 1.078
46 H 3.99562 -2.63826 6.67369  C5 1.081
47 H 2.97862 -2.36383 4.68601  N7 1.011
48 H 1.43887 -2.62895 3.02349  C10 1.092
49 H 3.73046 -3.19516 2.14458  C11 1.087
50 H 4.86405 -0.86255 1.52765  C12 1.071
51 H 3.33525 0.13658 -0.47660  C13 1.071
52 H 1.19567 -2.49752 -1.66820  C16 1.095
53 H -0.44445 0.31917 -0.32670  N19 1.009
54 H 0.57082 1.98001 -2.53858  C20 1.095
55 H 1.22977 2.81256 -0.29310  C21 1.092
56 H -0.45972 2.79959 0.22364  C21 1.093
57 H 0.70175 4.49834 -2.03093  C22 1.092
58 H 0.22580 5.08563 -0.43555  C22 1.091
59 H -2.11880 4.42583 -0.86897  C23 1.092
60 H -1.54750 5.52101 -2.12939  C23 1.091
61 H -1.09894 3.60451 -3.62535  C24 1.092
62 H -2.78490 3.59055 -3.10043  C24 1.092
63 H -1.76855 1.31993 -2.96523  C25 1.092
64 H -2.25076 1.90717 -1.36517  C25 1.094
65 H -1.01616 -3.60554 -1.38567  C27 1.096
66 H -2.07582 -3.00236 -0.08812  C27 1.093
67 H -1.37022 -1.47046 -2.64121  C28 1.092
68 H -2.47810 -0.92118 -1.37190  C28 1.091
69 H -3.96529 -2.86832 -1.82726  C29 1.094
70 H -2.85536 -3.42430 -3.08725  C29 1.094
71 H -4.06809 0.19359 -2.75966  C31 1.105
72 H -5.25514 -0.98055 -2.13902  C31 1.093
73 H -6.29748 0.67399 -3.68581  C32 1.092
74 H -6.41920 -0.97937 -4.30860  C32 1.091
75 H -4.33989 1.09250 -5.14528  C33 1.093
76 H -5.70340 0.54155 -6.12470  C33 1.092
77 H -4.80970 -1.76668 -6.08755  C34 1.094
78 H -4.02057 -0.23902 -7.89624  C35 1.088
79 H -2.77004 -1.40408 -7.45630  C35 1.088
80 H -2.66431 0.26118 -6.88460  C35 1.088
81 H -2.50421 -0.55669 -4.50456  C36 1.105
82 H -2.62155 -2.24224 -5.05964  C36 1.093
83 H 1.03318 -0.12540 1.55467  C39 1.093
84 H 3.38121 1.27867 5.08718  C40 1.077
85 H 4.45872 2.25155 7.04118  C41 1.078